{
  "formula": "C6H14N2",
  "method": "ωB97M-V with the def2-TZVPD basis set",
  "homo_lumo_gap_ev": 10.040,
  "e_homo_ha": -0.3275,
  "lumo_energy_ev": 1.13,
  "de_lowest_kj_mol": 273.3,
  "smiles": "[H]/N=C/NCCCCC",
  "species": ["C", "C", "C", "C", "C", "N", "C", "N", "H", "H", "H", "H", "H", "H", "H", "H", "H", "H", "H", "H", "H", "H"],
  "positions_angstrom": [[-1.770970, 2.205958, -1.476433], [-0.644033, 1.239056, -1.432354], [0.194207, 1.660358, -0.114990], [0.111032, 0.878089, 1.282600], [1.178034, -0.122455, 1.564401], [0.795820, -1.579034, 1.201282], [0.650419, -1.966392, -0.171581], [-0.198148, -2.918053, -0.473762], [-2.600564, 2.036398, -0.812123], [-2.174624, 2.365181, -2.398987], [-1.377329, 3.257777, -1.310899], [0.005478, 1.181997, -2.415489], [-1.094842, 0.196347, -1.314370], [0.033425, 2.705734, 0.157944], [1.270673, 1.687280, -0.431107], [-0.311051, 1.587021, 1.909717], [-0.773326, 0.144026, 0.923447], [2.044639, 0.001184, 0.908544], [1.458387, -0.163235, 2.548597], [-0.043113, -1.989808, 1.669073], [1.428741, -1.644518, -0.932415], [-0.362345, -3.253458, -1.504426]],
  "forces_ev_per_angstrom": [[0.92, 2.53, 0.80], [1.02, -1.51, 0.95], [2.34, -0.54, -0.51], [-3.35, -2.57, -5.66], [-0.29, -2.26, -2.77], [-0.91, 0.26, -1.29], [-0.17, -2.04, -0.54], [0.08, 1.16, -0.91], [-0.03, -0.27, 0.61], [-1.36, -0.27, -2.88], [-0.40, -1.07, 0.35], [-1.18, 0.47, 2.09], [0.86, 1.09, -0.04], [-0.47, -0.04, -0.50], [-0.61, -0.20, 0.29], [-0.10, 0.75, 2.15], [1.19, 1.65, 1.56], [0.13, 0.46, 0.40], [0.89, -0.02, 2.41], [0.98, 0.76, -0.16], [-0.88, 0.36, 1.14], [1.33, 1.29, 2.52]]
}

=====

{
  "formula": "C4H10N2OS",
  "method": "ωB97M-V with the def2-TZVPD basis set",
  "homo_lumo_gap_ev": [4.780, 7.224],
  "e_homo_ha": [-0.4890, -0.4619],
  "lumo_energy_ev": [-8.53, -5.35],
  "de_lowest_kj_mol": 351.5,
  "total_charge": 1,
  "multiplicity": 2,
  "s2": 1.76,
  "species": ["O", "C", "N", "C", "C", "S", "C", "N", "H", "H", "H", "H", "H", "H", "H", "H", "H", "H"],
  "positions_angstrom": [[-1.581551, 0.924606, -1.663102], [-0.575437, 0.897057, -0.993423], [-0.016328, -0.208804, -0.450881], [1.236216, -0.347780, 0.312731], [1.663790, -1.799969, 0.227997], [-0.398000, -2.500262, 2.395921], [0.266450, 2.162890, -1.070302], [-0.550012, 3.277674, -1.469406], [-0.575735, -1.041492, -0.237652], [1.147958, -0.127160, 1.379203], [2.105555, 0.261442, -0.124928], [2.499941, -2.020369, 0.919328], [1.724174, -2.250490, -0.730536], [0.864217, -2.219678, 0.946133], [1.004660, 1.940664, -1.873466], [0.796894, 2.433068, -0.186789], [-0.293772, 4.104780, -0.958392], [-1.471541, 3.239165, -1.864840]],
  "forces_ev_per_angstrom": [[-0.59, -0.04, 0.42], [-0.19, -1.67, -1.19], [0.47, 0.17, 1.16], [2.28, 0.88, -1.26], [-0.87, 0.02, 3.33], [-0.47, -0.09, 0.46], [-0.28, 0.81, -0.83], [1.54, -0.78, 1.59], [-0.52, 0.72, -0.66], [-0.28, 0.42, -0.17], [-1.52, -0.33, 0.49], [0.16, 0.39, -0.95], [-0.02, -0.39, -0.69], [0.58, -0.61, -1.65], [-0.19, 0.04, 0.15], [0.57, 0.26, 0.62], [-0.12, 0.82, -0.26], [-0.55, -0.63, -0.54]]
}

=====

{
  "formula": "C4H14NO2",
  "method": "ωB97M-V with the def2-TZVPD basis set",
  "homo_lumo_gap_ev": 11.451,
  "e_homo_ha": -0.5376,
  "lumo_energy_ev": -3.18,
  "de_lowest_kj_mol": 193.1,
  "total_charge": 1,
  "species": ["O", "C", "C", "N", "C", "C", "H", "H", "H", "H", "H", "H", "H", "H", "H", "H", "H", "H", "H", "H", "O"],
  "positions_angstrom": [[-2.109416, 0.080676, 0.325641], [-1.184398, -1.099064, 0.560475], [0.166727, -0.684060, -0.012961], [0.571369, 0.551289, 0.821403], [1.466036, 1.528530, 0.091523], [1.400235, -1.709000, 0.005244], [-2.782465, -0.205549, 0.887414], [-1.521392, -1.998377, -0.031618], [-1.241491, -1.563384, 1.532627], [0.065595, -0.275286, -0.961255], [-0.295635, 1.040450, 1.129635], [1.021243, 0.223236, 1.732137], [1.748755, 2.293845, 0.858240], [0.869815, 1.971377, -0.695077], [2.283678, 1.048145, -0.335897], [1.869462, -1.622526, -0.924159], [2.022161, -1.453267, 0.862196], [1.025291, -2.709475, 0.187843], [-2.446665, 1.770960, -2.358526], [-1.451245, 1.061562, -1.517158], [-1.477660, 1.749919, -2.157726]],
  "forces_ev_per_angstrom": [[3.49, -1.96, -0.12], [-0.76, -0.59, -2.97], [1.29, -0.53, 3.17], [0.46, -0.33, 1.23], [-1.65, 1.29, 1.91], [-2.77, 1.08, 1.64], [-2.58, 0.08, 1.29], [0.08, 1.10, -0.06], [0.40, 0.87, 0.97], [-0.54, 0.45, -1.91], [0.44, -0.27, -0.52], [-0.54, 0.49, -1.54], [0.00, -0.57, -0.97], [-0.17, 0.22, -0.10], [1.47, -0.96, -0.41], [1.08, -0.13, -1.16], [0.36, -0.07, -0.26], [0.02, -0.21, -0.24], [1.21, 0.24, 0.01], [-0.09, -0.88, 0.89], [-1.22, 0.67, -0.86]]
}

=====

{
  "formula": "C16H15Br39INO3",
  "method": "ωB97M-V with the def2-TZVPD basis set",
  "homo_lumo_gap_ev": 9.184,
  "e_homo_ha": -0.3511,
  "lumo_energy_ev": -0.37,
  "species": ["N", "C", "O", "C", "I", "O", "C", "O", "H", "H", "C", "Br", "Br", "Br", "H", "C", "Br", "Br", "Br", "H", "C", "Br", "Br", "Br", "H", "C", "Br", "Br", "Br", "H", "C", "Br", "Br", "Br", "H", "C", "Br", "Br", "Br", "H", "C", "Br", "Br", "Br", "H", "C", "Br", "Br", "Br", "H", "C", "Br", "Br", "Br", "H", "C", "Br", "Br", "Br", "H", "C", "Br", "Br", "Br", "H", "C", "Br", "Br", "Br", "H", "C", "Br", "Br", "Br", "H"],
  "positions_angstrom": [[-0.885036, 3.228391, -2.310091], [-1.480944, 2.296278, -2.712208], [-2.296405, 1.371711, -3.047667], [-3.357005, 1.229754, -2.098933], [-3.065055, -0.668997, -1.130741], [-4.515269, 1.241858, -2.822542], [-5.545285, 1.909971, -2.222557], [-5.436144, 2.967216, -1.667466], [-3.286890, 2.013525, -1.371961], [-6.494643, 1.404781, -2.305192], [-7.011038, -2.325554, 1.131502], [-8.506502, -3.258253, 0.366056], [-5.712062, -3.548567, 1.840039], [-6.227691, -1.074970, -0.104300], [-7.387119, -1.745718, 1.959671], [-6.925450, -7.249017, 3.588295], [-7.534242, -5.731282, 4.599415], [-7.748117, -7.316822, 1.851876], [-5.000881, -7.278610, 3.464245], [-7.226309, -8.137448, 4.118825], [-6.898213, -1.392958, 5.370307], [-8.511939, -2.163067, 4.638763], [-5.791141, -2.732193, 6.192006], [-5.904546, -0.386809, 4.056458], [-7.195078, -0.706087, 6.148239], [1.854061, -0.786738, -2.358290], [3.531847, -0.759602, -3.308768], [2.103718, -0.634561, -0.455202], [0.632576, 0.558370, -3.000159], [1.404767, -1.749789, -2.539053], [5.788680, 2.666554, -1.617805], [3.876452, 2.540804, -1.757325], [6.634331, 0.940773, -1.700515], [6.515147, 3.868549, -2.933471], [6.012288, 3.083673, -0.649545], [9.922523, -1.962852, -0.135484], [8.963343, -0.735215, 0.984660], [9.142303, -2.096481, -1.892412], [11.793247, -1.528475, -0.223627], [9.843351, -2.936317, 0.320253], [-6.730317, 2.827233, 6.663041], [-8.339772, 2.060297, 5.938132], [-5.667941, 1.503940, 7.566826], [-5.718296, 3.753141, 5.314237], [-7.026936, 3.557576, 7.398043], [9.981548, 0.916529, 4.641929], [8.075883, 0.815256, 4.389154], [10.815892, -0.812983, 4.534005], [10.787372, 2.170720, 3.428133], [10.147562, 1.284609, 5.641033], [-2.760129, 2.235952, 2.761199], [-4.412506, 1.584770, 2.017626], [-1.782598, 0.820050, 3.615445], [-1.699077, 3.138908, 1.437609], [-3.012889, 2.956728, 3.522811], [0.873971, 1.587502, -7.626718], [1.579292, 3.343853, -7.297428], [1.824399, 0.250679, -6.625161], [-1.016300, 1.502634, -7.273959], [1.017309, 1.372736, -8.673013], [13.783340, 5.087393, 2.183213], [12.821790, 6.326389, 3.297063], [12.993606, 4.942210, 0.435635], [15.652424, 5.526559, 2.083531], [13.709115, 4.117325, 2.648271], [-11.084378, -2.692329, -3.060929], [-11.796715, -1.241117, -2.019009], [-11.892848, -2.781437, -4.803480], [-9.167859, -2.606902, -3.167855], [-11.335126, -3.606006, -2.546849], [6.139236, -2.669553, -6.487476], [7.343431, -2.243456, -7.924494], [7.045308, -2.724848, -4.788691], [4.623117, -1.487185, -6.455622], [5.764082, -3.663261, -6.670702]],
  "forces_ev_per_angstrom": [[-1.12, -2.16, -1.08], [1.14, 3.47, 1.36], [-0.36, -0.40, -0.43], [0.80, -0.70, -0.34], [0.56, 0.27, -0.20], [-0.59, -0.49, 0.17], [-0.23, 1.71, 0.57], [0.26, -0.90, -0.24], [-0.13, 0.39, 0.48], [-0.32, -0.48, -0.43], [-0.24, -0.02, 0.08], [0.03, -0.03, 0.14], [0.06, 0.01, -0.07], [-0.46, -0.24, 0.22], [-0.03, 0.02, 0.09], [0.03, 0.11, -0.03], [0.00, -0.08, -0.03], [0.02, 0.02, -0.01], [-0.07, 0.02, -0.01], [0.00, -0.08, 0.05], [0.12, -0.08, -0.08], [0.07, 0.12, -0.02], [0.01, 0.01, 0.02], [-0.23, -0.14, 0.27], [-0.05, 0.08, 0.01], [0.09, 0.01, -0.01], [-0.30, -0.10, 0.14], [-0.01, -0.03, 0.02], [0.80, -0.43, 0.07], [-0.04, -0.06, -0.02], [-0.06, -0.03, -0.08], [0.00, 0.15, 0.03], [0.03, -0.01, 0.00], [0.01, 0.00, -0.01], [0.03, 0.03, 0.08], [0.00, 0.02, 0.01], [-0.02, 0.03, 0.00], [0.02, 0.07, 0.01], [-0.01, 0.02, -0.01], [0.00, -0.09, 0.02], [0.04, -0.07, -0.09], [-0.02, 0.01, 0.00], [0.02, -0.03, 0.00], [-0.02, -0.02, -0.01], [-0.02, 0.06, 0.05], [0.02, -0.05, -0.04], [0.03, -0.02, -0.03], [-0.02, 0.01, 0.00], [-0.01, 0.03, -0.06], [0.01, 0.04, 0.08], [0.09, -0.02, -0.02], [0.07, 0.20, -0.27], [-0.01, -0.03, 0.01], [-0.04, -0.06, -0.08], [-0.04, 0.04, 0.06], [0.00, 0.05, 0.08], [-0.01, -0.01, 0.01], [-0.12, 0.03, 0.00], [0.00, 0.01, 0.02], [0.00, -0.02, -0.09], [0.00, 0.04, -0.02], [0.00, -0.01, -0.02], [-0.01, -0.01, 0.03], [-0.01, 0.01, 0.00], [-0.01, -0.07, 0.04], [0.02, 0.07, -0.03], [0.00, 0.00, 0.00], [0.00, 0.01, 0.01], [-0.01, 0.03, -0.16], [-0.02, -0.07, 0.04], [0.02, 0.01, 0.00], [0.00, 0.02, 0.03], [-0.06, 0.03, 0.00], [0.33, -0.09, -0.24], [-0.02, -0.08, -0.02]]
}